One molecule with the formula C5H5NO at a distorted geometry. Source: OMol25; level of theory: ωB97M-V/def2-TZVPD.

The SMILES is C#CC(=C=N)CO.

Element x y z (Å)
O1 -0.022 -1.084 -1.764
C1 0.906 -0.469 -0.906
C2 0.234 0.247 0.248
C3 -0.745 -0.424 1.031
C4 -1.566 -1.047 1.655
C5 0.518 1.503 0.483
N1 0.581 2.730 0.456
H1 -0.552 -1.691 -1.230
H2 1.616 -1.188 -0.481
H3 1.462 0.253 -1.513
H4 -0.190 2.785 -0.228
H5 -2.242 -1.615 2.250

Atoms 1-2, force components in eV/Å:
-0.17 -0.17 0.13
0.40 0.00 0.12

=====

A 2-piece molecular cluster, C5H5NO2 overall at a distorted geometry. Source: OMol25; level of theory: ωB97M-V/def2-TZVPD.

Element x y z (Å)
C1 1.267 -1.535 0.288
C2 0.332 -0.453 -0.126
C3 -1.060 -0.454 -0.433
C4 -0.549 1.798 -0.106
C5 0.654 0.876 0.383
H1 1.158 -1.523 1.404
H2 2.067 -1.171 -0.214
H3 0.978 -2.630 0.103
H4 -1.942 -1.054 -1.006
H5 -2.078 1.366 -1.452
N1 -1.738 0.872 -0.009
O1 -0.653 2.905 -0.094
O2 1.565 1.002 1.262

Atoms 1-2, force components in eV/Å:
-4.01 -2.42 1.36
-5.15 -0.91 -0.03

=====

C5H5NO2 as an isolated structure at a distorted geometry. Source: OMol25; level of theory: ωB97M-V/def2-TZVPD.

Element x y z (Å)
C1 1.884 -0.339 -0.109
C2 0.534 0.215 0.362
C3 -1.178 1.111 0.367
C4 -1.670 -0.766 -0.112
C5 -0.669 -0.098 0.837
H1 1.734 -1.621 -0.687
H2 2.480 -0.536 1.182
H3 2.729 0.497 -0.959
H4 -2.327 -1.214 0.531
H5 -1.485 -1.396 -1.094
N1 -0.584 2.156 -0.005
O1 0.813 1.486 -0.073
O2 -2.261 0.503 -0.242

Atoms 1-2, force components in eV/Å:
2.83 -4.00 1.15
7.55 0.85 -3.16

=====

A 2-piece molecular cluster, C5H5NO2 overall at a distorted geometry. Source: OMol25; level of theory: ωB97M-V/def2-TZVPD.

Element x y z (Å)
C1 -1.590 1.232 -0.775
C2 -0.422 1.798 -0.559
C3 0.921 0.027 0.206
C4 0.948 -0.670 1.355
C5 0.837 -2.093 -0.202
H1 -2.202 1.637 -1.595
H2 -2.291 0.306 0.285
H3 -0.115 2.814 -1.188
H4 1.196 -0.535 2.542
H5 0.323 -3.152 -0.601
N1 0.608 -0.859 -0.756
O1 0.812 1.429 0.234
O2 0.975 -1.933 1.054

Atoms 1-2, force components in eV/Å:
-2.06 -2.06 3.46
3.41 2.87 -1.18

=====

So what do the calculations give for HOMO-LUMO gap? Going down the list: 9.61, 8.57, 9.67, 9.73 eV.
So what do the calculations give for highest occupied orbital energy? Going down the list: -8.970, -9.477, -9.613, -9.096 eV.
So what do the calculations give for ΔE to the lowest compared entry with this formula, charge and spin? Going down the list: 362.8, 611.0, 1066.4, 640.9 kJ/mol.